Computed, not measured: a 7-piece molecular cluster, C12H38O7 overall in a non-equilibrium geometry, with ωB97M-V with the def2-TZVPD basis set.

Geometry (Å):
1 C -0.1415 -4.5789 -1.8211
2 C 0.5457 -3.2055 -1.7811
3 C 0.8646 -2.6696 -3.1574
4 O -0.3288 -2.1873 -1.1457
5 H 0.5257 -5.3340 -2.2181
6 H -1.0671 -4.4200 -2.3979
7 H -0.3855 -4.8327 -0.7982
8 H 1.4279 -3.3824 -1.1349
9 H -0.0080 -2.8811 -3.8080
10 H 1.5650 -3.3800 -3.6247
11 H 1.0230 -1.5856 -3.2621
12 H -0.5656 -2.5161 -0.2708
13 C 0.3206 4.7598 0.0495
14 C 0.9668 4.7084 1.4495
15 C -0.0099 5.0485 2.6455
16 O 1.3232 3.3547 1.6789
17 H 0.1536 5.8429 -0.1884
18 H -0.6581 4.2027 0.1012
19 H 0.9949 4.2310 -0.6100
20 H 1.9021 5.2591 1.4559
21 H 0.4977 5.1627 3.5961
22 H -0.6483 4.1813 2.8871
23 H -0.5773 5.9217 2.3161
24 H 2.2470 3.1300 1.7854
25 C -1.0915 0.4049 -3.6953
26 C -0.8875 1.2067 -2.4022
27 C -2.0510 1.2114 -1.4532
28 O 0.2645 0.5832 -1.7141
29 H -1.0805 -0.7032 -3.5353
30 H -0.3187 0.5876 -4.4242
31 H -2.0022 0.6871 -4.2446
32 H -0.5279 2.2478 -2.5887
33 H -2.4955 0.2073 -1.4849
34 H -2.8323 1.9344 -1.7679
35 H -1.6662 1.4272 -0.4808
36 H 0.1135 -0.3249 -1.7506
37 C -1.3967 0.0291 3.4386
38 O -1.4823 -0.3272 2.0368
39 H -0.5802 -0.5205 3.9444
40 H -1.2609 1.0948 3.6756
41 H -2.2232 -0.3394 3.9622
42 H -0.8152 0.2157 1.5025
43 C 2.9982 -1.5160 0.5146
44 O 3.1540 -0.2654 1.1543
45 H 2.3915 -1.3143 -0.3968
46 H 4.0516 -1.8753 0.2823
47 H 2.5146 -2.3684 1.0970
48 H 2.3372 0.1503 1.1705
49 C -1.2162 -3.8453 2.3614
50 O -0.4764 -2.8594 1.5944
51 H -2.2097 -3.9978 1.9446
52 H -0.6542 -4.7980 2.3823
53 H -1.3926 -3.5298 3.3908
54 H -0.8756 -1.9626 1.7514
55 O 0.5151 0.9781 0.9559
56 H 0.5522 0.8264 -0.0157
57 H 0.6766 1.9255 1.0479

molecular weight	294.43	Da
structure (SMILES)	CC(C)O.CC(C)O.CC(C)O.CO.CO.CO.O
HOMO energy	-0.35131	Eh
HOMO-LUMO gap	0.3760	Ha
energy	-27391.3448	eV
energy above the lowest of the compared OMol25 structures with the same formula, charge and spin	1.853	eV

=====

Computed, not measured: a 7-piece molecular cluster, C12H38O7 overall in a non-equilibrium geometry, with ωB97M-V with the def2-TZVPD basis set.

Geometry (Å):
1 C -0.5365 3.4515 -1.5344
2 C -1.4372 2.6531 -2.4710
3 C -1.0136 2.7705 -3.9370
4 O -1.5312 1.2974 -2.0652
5 H 0.5154 3.1924 -1.6336
6 H -0.8695 3.2415 -0.5141
7 H -0.7479 4.5150 -1.6664
8 H -2.4560 3.0459 -2.4003
9 H 0.0263 2.4323 -3.9910
10 H -1.0368 3.8265 -4.2108
11 H -1.6347 2.1589 -4.5836
12 H -0.6779 0.8580 -2.1788
13 C -3.2681 -0.3372 2.5825
14 C -4.0948 0.1676 1.4007
15 C -5.2511 1.0591 1.8329
16 O -3.2463 0.9125 0.4918
17 H -3.1610 0.4597 3.3164
18 H -2.2685 -0.5805 2.2255
19 H -3.7344 -1.2443 2.9634
20 H -4.4769 -0.6559 0.7979
21 H -6.0715 0.4544 2.2257
22 H -5.6261 1.6687 1.0104
23 H -4.9584 1.7378 2.6392
24 H -3.3900 1.8495 0.6553
25 C 4.8751 0.1456 -1.6474
26 C 4.0411 -0.2183 -0.4197
27 C 3.2681 0.9571 0.1622
28 O 3.0791 -1.2254 -0.7484
29 H 5.7103 0.7823 -1.3554
30 H 4.2641 0.6508 -2.3948
31 H 5.2920 -0.7883 -2.0282
32 H 4.7097 -0.5557 0.3811
33 H 2.9737 0.8361 1.2031
34 H 2.3585 1.1591 -0.4077
35 H 3.9184 1.8348 0.1146
36 H 3.5371 -2.0330 -1.0058
37 C 1.4333 -4.4589 2.1178
38 C 1.1957 -3.3263 1.1532
39 C 0.0220 -3.5396 0.2126
40 O 0.8799 -2.1884 1.9917
41 H 0.6990 -4.4838 2.9228
42 H 2.4215 -4.4549 2.5833
43 H 1.4001 -5.4360 1.6197
44 H 2.1108 -3.1287 0.5902
45 H -0.8716 -3.8667 0.7412
46 H 0.2885 -4.2761 -0.5573
47 H -0.2261 -2.6321 -0.3426
48 H 0.7929 -1.4299 1.3999
49 O 0.2696 0.5886 3.5172
50 H 0.3407 1.5477 3.5148
51 H -0.0584 0.3670 2.6334
52 O -0.3339 0.1779 0.5579
53 H -1.1218 0.7493 0.5284
54 H 0.0111 0.1967 -0.3421
55 O 0.9449 -0.0187 -2.5067
56 H 1.8836 0.0445 -2.2901
57 H 0.8378 -0.9109 -2.8542

molecular weight	294.43	Da
structure (SMILES)	CC(C)O.CC(C)O.CC(C)O.CC(C)O.O.O.O
HOMO energy	-0.34885	Eh
HOMO-LUMO gap	0.3614	Ha
energy	-27392.8915	eV
energy above the lowest of the compared OMol25 structures with the same formula, charge and spin	0.306	eV

=====

Computed, not measured: a 7-piece molecular cluster, C12H41NO9PS overall in a non-equilibrium geometry, with ωB97M-V with the def2-TZVPD basis set.

Geometry (Å):
1 C 2.8360 -1.2939 2.1770
2 C 1.3284 -0.8360 1.9258
3 S 0.9326 -1.3541 0.1718
4 C -0.7125 -0.6397 -0.2614
5 C -1.9527 -1.4941 0.1675
6 C -2.1598 -1.5975 1.7359
7 C -3.7236 -1.6529 2.0072
8 N -4.2688 -3.0208 1.8947
9 P 0.9230 -3.4912 0.2399
10 O 2.3161 -3.9015 -0.1826
11 O 0.7250 -4.0953 1.7981
12 O -0.1370 -4.1882 -0.8329
13 H 3.4077 -0.4106 2.5279
14 H 3.2966 -1.7171 1.2494
15 H 2.8535 -2.0967 2.9496
16 H 0.6258 -1.3094 2.6433
17 H 1.2546 0.2753 1.9770
18 H -0.8055 0.3608 0.2328
19 H -0.7509 -0.5020 -1.3680
20 H -2.0030 -2.5038 -0.2943
21 H -2.8503 -0.9426 -0.2135
22 H -1.7766 -2.5790 2.1288
23 H -1.7235 -0.7447 2.2995
24 H -3.9251 -1.2843 3.0481
25 H -4.2978 -0.9901 1.3215
26 H -4.8141 -3.2661 2.7140
27 H -3.5485 -3.7207 1.7534
28 H 0.1451 -3.5075 2.3114
29 H -0.6536 -4.8655 -0.3605
30 C -1.1505 3.5414 -0.2497
31 O -1.7591 2.4338 -0.9135
32 H -0.9805 3.2778 0.7941
33 H -0.1942 3.7774 -0.7189
34 H -1.8098 4.4106 -0.2975
35 H -1.8969 2.6947 -1.8336
36 C 2.7367 -1.1905 -3.5198
37 O 3.1855 -1.0272 -2.1758
38 H 2.6504 -0.2073 -3.9786
39 H 3.4553 -1.7880 -4.0841
40 H 1.7586 -1.6804 -3.5328
41 H 3.2563 -1.9088 -1.7909
42 C 2.5802 4.7066 -2.4047
43 O 2.0867 3.7100 -1.5151
44 H 1.9002 5.5578 -2.3798
45 H 3.5750 5.0310 -2.0936
46 H 2.6200 4.3043 -3.4203
47 H 2.6929 2.9648 -1.5475
48 C -0.6108 5.5457 -4.2529
49 O -0.6157 4.2703 -3.6176
50 H -1.4396 5.5856 -4.9564
51 H -0.7335 6.3362 -3.5079
52 H 0.3275 5.6902 -4.7944
53 H 0.1233 4.2552 -3.0013
54 C 5.0744 -2.9769 5.5849
55 O 3.7998 -3.4480 5.1522
56 H 4.9211 -2.2020 6.3334
57 H 5.6451 -3.7958 6.0277
58 H 5.6261 -2.5566 4.7398
59 H 3.9581 -4.1309 4.4945
60 C -5.5105 0.8040 -1.3469
61 O -4.5656 1.6029 -2.0467
62 H -6.1862 0.3520 -2.0702
63 H -4.9964 0.0119 -0.7925
64 H -6.0870 1.4235 -0.6553
65 H -3.9779 1.9936 -1.3895

molecular weight	406.50	Da
net charge	+1
HOMO energy	-0.44440	Eh
HOMO-LUMO gap	0.3038	Ha
energy	-53142.1493	eV

=====

Computed, not measured: a 9-piece molecular cluster, C12H42N12O9 overall in a non-equilibrium geometry, with ωB97M-V with the def2-TZVPD basis set.

Geometry (Å):
1 N -2.2221 1.4362 -2.2495
2 C -3.3573 0.8598 -2.3811
3 N -3.4871 -0.1936 -1.6845
4 O -4.2436 1.2395 -3.1340
5 H -1.5491 1.1560 -1.5504
6 H -1.9718 2.2462 -2.7985
7 H -4.3323 -0.7375 -1.7843
8 H -2.7001 -0.5689 -1.1747
9 N -2.7928 -4.2572 -1.7176
10 C -2.0518 -3.8078 -0.6824
11 N -2.6353 -2.8732 -0.0117
12 O -0.9579 -4.2783 -0.4087
13 H -2.4790 -5.0132 -2.3093
14 H -3.6713 -3.7682 -1.8143
15 H -2.2441 -2.5880 0.8747
16 H -3.5916 -2.6864 -0.2777
17 N -0.3027 0.1966 0.9754
18 C -0.0236 0.2293 -0.2870
19 N -0.2897 -0.9134 -0.8400
20 O 0.3203 1.2457 -0.8405
21 H 0.0090 0.9435 1.5797
22 H -0.9484 -0.4639 1.3839
23 H -0.4531 -1.7451 -0.2907
24 H -0.1270 -0.9334 -1.8366
25 N 3.2243 2.4946 2.7930
26 C 2.5973 1.3843 3.1499
27 N 3.3839 0.4237 2.8193
28 O 1.5293 1.2338 3.7566
29 H 2.6663 3.3262 2.9245
30 H 4.1290 2.4965 2.3439
31 H 3.0319 -0.4929 3.0560
32 H 4.3648 0.6632 2.7962
33 N -0.6127 0.0038 -4.5729
34 C 0.3959 -0.8138 -4.4499
35 N 0.7220 -1.2376 -5.6658
36 O 0.9448 -1.2384 -3.4373
37 H -0.9607 0.4961 -3.7625
38 H -0.9087 0.3156 -5.4868
39 H 1.5670 -1.7766 -5.7909
40 H 0.1857 -0.8928 -6.4491
41 N 3.4530 1.8725 -2.5309
42 C 3.1627 3.0480 -2.2150
43 N 1.9481 3.0846 -2.0300
44 O 3.8929 4.0080 -2.2986
45 H 4.3331 1.7394 -3.0082
46 H 2.8636 1.0557 -2.6048
47 H 1.5787 4.0122 -1.8777
48 H 1.6133 2.2519 -1.5666
49 C -1.4891 -0.3340 4.3539
50 C -1.5011 -1.5951 3.5623
51 O -2.3475 -1.4810 2.4621
52 H -0.8286 -0.2985 5.2203
53 H -2.5159 -0.1272 4.6559
54 H -1.2111 0.5313 3.7522
55 H -1.7811 -2.4848 4.1264
56 H -0.5261 -1.7887 3.1151
57 H -3.1995 -1.4804 2.9046
58 C -0.4088 4.6264 0.6534
59 C -0.3964 3.8983 2.0454
60 O -1.5044 4.4787 2.7899
61 H -1.2682 4.2167 0.1226
62 H 0.5082 4.4369 0.0956
63 H -0.5562 5.7063 0.6689
64 H 0.4971 4.1714 2.6068
65 H -0.3824 2.8159 1.9180
66 H -1.1461 4.7879 3.6251
67 C 1.8969 -3.0035 1.6286
68 C 2.2963 -3.8025 0.4603
69 O 1.5135 -4.9940 0.4792
70 H 1.8640 -3.4998 2.5985
71 H 0.8636 -2.6699 1.7238
72 H 2.4934 -2.0978 1.7378
73 H 3.3563 -4.0546 0.4913
74 H 2.1026 -3.3991 -0.5336
75 H 0.6674 -4.7414 0.1024

molecular weight	498.54	Da
structure (SMILES)	NC(N)=O.NC(N)=O.NC(N)=O.NC(N)=O.NC(N)=O.NC(N)=O.CCO.CCO.CCO
HOMO energy	-0.33174	Eh
HOMO-LUMO gap	0.3321	Ha
energy	-49435.7504	eV
energy above the lowest of the compared OMol25 structures with the same formula, charge and spin	4.748	eV